38
Properties=species:S:1:pos:R:3:lowdin_charge:R:1 method="wB97M-V/def2-TZVPD" spin_multiplicity=1 e_homo_ev="-14.55 / -14.55" gap_ev="3.18 / 3.20" lumo_ev="-11.36 / -11.35" total_charge=+2 fmax_ev_per_a=8.36
C 0.4379 -1.3956 -3.1654 -0.36
C 0.5940 0.6728 -3.8565 -0.17
H 1.4420 -1.7731 -2.9956 0.07
H 0.1841 -1.4284 -4.2796 0.11
H -0.4159 -2.1467 -2.8770 -0.03
H 1.2241 1.5230 -3.4989 0.09
H 1.3492 0.1194 -4.5908 0.14
H -0.3071 0.9750 -4.3926 0.08
Sn 0.1900 0.1194 -1.9381 1.03
C -1.2799 1.7531 -2.1025 -0.20
H -0.6792 2.5814 -1.6850 0.03
H -2.0520 1.4415 -1.3506 -0.04
H -1.6809 2.0107 -3.1187 0.07
I -2.0804 -1.3936 -1.2935 0.73
C 2.5922 -1.0519 1.3759 -0.07
N 1.1371 -1.1806 1.4680 -0.19
C 0.7034 -2.5529 1.1844 -0.07
C 0.5536 -0.5881 2.6507 -0.16
C -0.8612 -0.0902 2.4457 -0.20
N -0.9855 0.9417 1.4681 -0.31
C -2.3510 1.4241 1.3410 -0.11
C -0.0129 2.0194 1.5062 -0.09
H 3.1184 -1.5787 2.2158 0.13
H 2.8498 0.0245 1.4204 0.10
H 2.9460 -1.4825 0.4118 0.10
H 0.9282 -3.2425 2.0417 0.14
H -0.3843 -2.5566 0.9815 0.04
H 1.2368 -2.9279 0.2846 0.10
H 0.4952 -1.3489 3.4436 0.16
H 1.2024 0.2289 2.9717 0.13
H -1.5122 -0.9028 2.1212 0.11
H -1.2039 0.2582 3.4320 0.15
H -2.7747 1.7936 2.3060 0.11
H -2.3892 2.2432 0.6020 0.08
H -2.9677 0.5873 0.9740 0.05
H -0.0026 2.5702 2.4757 0.12
H 0.9931 1.6183 1.3226 0.06
H -0.2367 2.7352 0.7001 0.08



73
Properties=species:S:1:pos:R:3:lowdin_charge:R:1 method="wB97M-V/def2-TZVPD" spin_multiplicity=1 e_homo_ev=-2.95 gap_ev=4.99 lumo_ev=2.04 total_charge=-1 fmax_ev_per_a=0.50
O 2.3951 -3.2373 -2.7109 -0.17
B 1.7845 -2.1222 -3.5456 -0.63
C 0.6934 -1.2891 -2.6355 -0.21
C -0.5792 -2.0642 -2.3218 -0.30
O -1.4195 -2.3065 -3.4618 -0.12
H 2.2857 -2.9908 -1.7898 0.01
H 1.2164 -2.6358 -4.5247 0.03
H 2.6715 -1.3427 -3.9870 0.02
H 0.3798 -0.3530 -3.1264 0.07
H 1.1174 -1.0344 -1.6573 0.05
H -1.1730 -1.5572 -1.5443 0.09
H -0.3090 -3.0441 -1.9074 0.11
H -2.1372 -1.6708 -3.4630 0.04
C 2.6979 0.2417 0.4856 -0.34
O 2.1587 -0.8016 0.2051 0.03
N 2.5636 0.8822 1.6696 -0.19
C 3.2326 2.1348 1.9412 -0.07
C 1.7174 0.2780 2.6812 -0.04
H 3.3498 0.7803 -0.2265 0.14
H 3.9026 2.0248 2.7981 0.08
H 2.5138 2.9275 2.1623 0.08
H 3.8148 2.4236 1.0659 0.08
H 2.0854 -0.7142 2.9475 0.09
H 0.6971 0.1629 2.3092 0.08
H 1.7171 0.9151 3.5638 0.08
C -3.3997 0.2149 1.0160 -0.36
O -2.3236 -0.3318 1.1180 0.03
N -4.4810 -0.2952 0.3917 -0.19
C -5.7360 0.4130 0.3349 -0.07
C -4.3711 -1.6046 -0.2467 -0.02
H -3.5923 1.2175 1.4454 0.11
H -6.5335 -0.1643 0.8103 0.08
H -6.0258 0.6107 -0.6997 0.09
H -5.6396 1.3649 0.8564 0.08
H -4.0799 -2.3544 0.4897 0.09
H -3.6074 -1.5858 -1.0231 0.08
H -5.3250 -1.8727 -0.6936 0.08
C -0.2851 4.3052 4.4332 -0.36
O 0.7774 3.7204 4.4978 0.01
N -1.3921 3.8256 3.8333 -0.19
C -2.6261 4.5755 3.7955 -0.07
C -1.3423 2.5118 3.2027 -0.03
H -0.4365 5.3064 4.8746 0.13
H -3.4316 4.0270 4.2897 0.09
H -2.9293 4.7766 2.7654 0.09
H -2.4891 5.5264 4.3083 0.08
H -1.0854 1.7450 3.9324 0.10
H -0.5899 2.4908 2.4148 0.10
H -2.3144 2.2889 2.7744 0.06
C 7.2470 2.5779 3.6478 -0.36
O 6.3472 2.1751 4.3582 0.01
N 7.5589 2.0646 2.4421 -0.20
C 8.6424 2.5872 1.6407 -0.07
C 6.7737 0.9480 1.9355 -0.02
H 7.9007 3.4190 3.9394 0.13
H 8.2755 2.9526 0.6793 0.09
H 9.3938 1.8174 1.4510 0.09
H 9.1167 3.4134 2.1682 0.08
H 5.7279 1.2341 1.8511 0.06
H 6.8383 0.1030 2.6209 0.10
H 7.1508 0.6560 0.9587 0.09
C -5.1887 -3.0599 -4.3297 -0.35
O -4.5644 -2.1761 -3.7719 0.01
N -4.6591 -4.0717 -5.0466 -0.19
C -5.4983 -5.0805 -5.6469 -0.08
C -3.2075 -4.1674 -5.2280 -0.02
H -6.2924 -3.1162 -4.2780 0.12
H -5.2519 -6.0725 -5.2606 0.09
H -5.3742 -5.0967 -6.7326 0.09
H -6.5431 -4.8700 -5.4205 0.07
H -2.6921 -4.2302 -4.2714 0.09
H -2.8269 -3.2776 -5.7269 0.10
H -2.9918 -5.0481 -5.8288 0.08